84
Properties=species:S:1:pos:R:3:forces:R:3:mulliken_charge:R:1 method="wB97M-V/def2-TZVPD" total_energy_ha=-3155.691183 charge=-1 de_lowest_ev=0.0000 e_lumo_ha=0.0740
Ba -16.008465 4.003171 17.144200 0.0 0.2 0.0 -2.24
B -18.397342 3.138162 15.626842 -1.5 -0.2 0.2 0.73
H -19.285086 3.693174 16.251417 -0.2 0.3 0.0 -0.28
H -18.903000 2.596463 14.671003 0.2 -0.1 -0.3 -0.29
H -17.543787 3.902129 15.360285 0.3 0.9 -1.0 -0.56
H -17.956725 2.372167 16.416256 0.3 -0.6 0.3 -0.04
B -17.724097 2.861103 19.365493 -0.4 -0.3 1.1 2.13
H -18.233648 3.584674 18.572240 -0.3 0.6 -0.4 -0.36
H -17.880219 3.276476 20.503006 -0.3 0.1 0.2 -0.38
H -18.180566 1.751752 19.234125 0.0 -0.2 0.0 -0.40
H -16.544530 2.870589 19.241814 1.0 -0.3 0.0 -0.88
B -15.120973 1.880861 15.316981 0.4 -0.8 -0.6 2.30
H -14.741007 0.981753 14.590101 0.2 -0.3 -0.1 -0.38
H -14.200217 2.390733 15.846742 1.0 0.7 0.1 -0.84
H -15.740731 2.640803 14.668224 -0.4 0.7 -0.4 -0.30
H -15.807922 1.488709 16.195974 -0.5 -0.6 0.6 -0.26
C -20.034061 6.328894 16.071979 0.0 0.3 0.4 -0.68
O -19.501872 7.641222 16.470268 -0.3 0.1 0.3 -0.52
P -17.958948 7.837960 16.405162 0.0 0.0 -1.2 0.14
O -17.126676 6.720683 16.819903 0.5 -0.2 0.6 1.35
O -17.754883 8.193603 14.857136 0.1 0.1 0.1 -0.39
C -16.416412 8.519477 14.456051 0.0 -0.2 0.1 -0.46
O -17.670867 9.206756 17.158729 -0.2 -0.1 0.2 -0.22
C -18.724103 10.097866 17.522642 -0.3 0.0 0.6 -0.88
H -20.992805 6.547409 15.612918 0.1 -0.1 -0.3 0.31
H -20.189233 5.736322 16.967540 0.1 -0.1 0.0 0.24
H -19.323952 5.819936 15.429976 -0.2 -0.2 -0.1 0.26
H -15.696968 7.986017 15.081271 0.0 0.1 0.0 0.04
H -16.293576 9.600855 14.530597 0.2 0.0 0.0 0.27
H -16.255940 8.185760 13.433612 -0.2 0.0 -0.1 0.29
H -19.044372 9.898399 18.549537 0.1 -0.2 0.0 0.28
H -19.599771 9.976696 16.890470 0.1 0.2 -0.2 0.37
H -18.343140 11.116694 17.512180 0.1 0.0 -0.3 0.28
C -13.630815 1.230763 21.197489 0.3 0.6 0.0 -0.69
O -13.192077 2.396774 20.461728 0.4 -0.5 0.1 -0.39
P -12.816113 2.337059 18.938716 -1.2 0.5 0.4 -0.11
O -13.639873 3.255095 18.146253 0.7 0.0 -0.2 0.72
O -12.937436 0.808724 18.563769 0.3 0.3 0.0 -0.30
C -12.806559 0.413487 17.181573 0.3 -0.6 -0.3 -0.49
O -11.274904 2.733557 18.964670 0.2 -0.5 0.2 -0.33
C -10.566653 2.888432 17.754441 0.2 0.5 -1.2 -0.40
H -13.575770 1.512350 22.245697 -0.2 0.1 0.0 0.22
H -12.928573 0.416138 21.034851 -0.2 -0.2 -0.1 0.32
H -14.649351 1.012866 20.889525 0.0 -0.3 0.1 0.28
H -13.697618 -0.127116 16.879234 -0.1 0.1 0.1 0.26
H -11.934748 -0.242597 17.110471 0.0 0.0 0.1 0.28
H -12.688684 1.248210 16.498008 -0.2 0.2 0.1 -0.05
H -10.467307 1.991729 17.134195 -0.2 -0.3 0.5 0.25
H -9.557121 3.227850 17.977994 -0.1 0.1 0.2 0.33
H -11.058737 3.613089 17.095420 0.0 0.1 0.3 0.01
C -12.326690 7.965038 15.507417 -0.1 -0.5 0.9 -0.63
O -12.915156 7.328058 14.378245 0.1 0.4 -0.4 -0.29
P -13.358941 5.822637 14.548159 -0.1 -0.6 -0.5 -0.98
O -14.436308 5.591734 15.492008 -0.1 0.1 0.7 1.38
O -12.022940 5.056697 14.919991 0.1 -0.3 0.5 0.33
C -10.885200 5.074661 14.062086 0.2 0.2 0.3 -1.07
O -13.673516 5.432110 13.066118 0.2 0.4 -0.3 -0.34
C -13.949725 4.038781 12.789406 -0.3 -0.4 0.1 -0.61
H -12.783924 7.616671 16.441220 -0.3 0.1 -0.2 0.18
H -12.487926 9.033041 15.418970 0.2 0.1 -0.1 0.28
H -11.278140 7.681278 15.618536 0.1 0.3 -0.4 0.24
H -11.049463 5.760436 13.232254 0.1 -0.2 -0.2 0.41
H -10.660772 4.059963 13.737966 -0.2 0.0 -0.2 0.28
H -10.021245 5.414550 14.637834 -0.1 0.1 0.0 0.29
H -13.389901 3.386757 13.460250 0.1 0.0 -0.1 0.18
H -13.686039 3.862553 11.750687 0.1 0.1 0.0 0.31
H -14.997119 3.798506 12.958625 0.0 0.2 0.0 0.12
C -15.437239 7.682321 22.708465 0.2 0.0 0.6 -0.72
O -15.014260 6.953686 21.562456 0.4 -0.1 0.1 -0.31
P -15.969059 6.856574 20.310746 -0.9 0.0 0.6 -0.12
O -15.589967 5.875746 19.322313 0.9 -0.5 -0.7 0.90
O -17.370067 6.639559 20.986852 -0.1 0.4 -0.3 -0.41
C -18.497351 6.378953 20.108813 0.4 -0.3 -0.2 0.12
O -16.090830 8.344649 19.767741 -0.5 0.4 0.1 -0.13
C -15.014252 9.007644 19.168950 1.3 0.6 -0.6 -0.70
H -14.564045 8.003312 23.279399 0.2 0.0 -0.4 0.25
H -15.983196 7.029762 23.389955 -0.4 0.0 -0.3 0.25
H -16.016520 8.558474 22.421300 -0.1 0.0 0.1 0.31
H -18.716862 7.247356 19.484322 -0.1 0.2 0.4 -0.08
H -19.293290 6.091956 20.783810 -0.3 0.1 -0.2 0.34
H -18.255918 5.559640 19.429722 -0.1 -0.2 0.3 -0.08
H -14.285542 8.339658 18.697572 -0.3 -0.3 0.1 0.17
H -14.445353 9.617769 19.882281 -0.2 -0.2 0.3 0.32
H -15.337645 9.697746 18.388135 -0.5 -0.2 0.1 0.23